Entry from the Open Molecules 2025 dataset: one molecule with the formula C4H7NO (ωB97M-V with the def2-TZVPD basis set).

Last column: Löwdin charge in e.
Geometry (Å):
C (-0.0618, 1.4795, -0.0944)  -0.040
C (0.4061, 0.0379, -0.3148)  -0.441
O (1.7880, -0.0969, -0.0215)  -0.046
C (-0.2523, -1.0228, 0.5875)  -0.132
C (-1.4888, -1.6084, 0.0635)  -0.217
N (-2.4308, -2.1352, -0.3542)  0.136
H (0.7189, 2.1633, -0.4500)  0.079
H (-0.9700, 1.7079, -0.6610)  0.084
H (-0.2337, 1.7113, 0.9626)  0.083
H (0.2121, -0.2384, -1.3622)  0.142
H (2.2696, 0.4795, -0.6274)  0.095
H (-0.4288, -0.6380, 1.5982)  0.127
H (0.4717, -1.8398, 0.6737)  0.128

Forces on atoms 1 to 6 (eV/Å):
C 0.0 0.0 0.0
C -0.3 0.0 -0.1
O 0.2 0.2 -0.2
C 0.0 0.0 0.1
C -0.8 -0.4 -0.4
N 0.9 0.6 0.4

Results
- Energy relative to the best compared isomer or geometry (same formula, charge and spin): 24.2 kcal per mole
- Spin multiplicity: 1
- Orbital gap: 11.7 eV
- SMILES: C[C@@H](O)CC#N
- HOMO level: -0.404 Ha
- LUMO level: 0.0247 hartree